12
Properties=species:S:1:pos:R:3 method="wB97M-V/def2-TZVPD" largest_force_ha_per_bohr=0.0696 de_lowest_kj_mol=271.84 total_energy_ha=-269.242702 multiplicity=1 lumo_energy_ev=1.15 total_charge=0 gap_ev=10.52
C 0.64 0.39 0.98
C 0.92 -0.18 -0.40
C -0.52 0.90 0.13
C -1.31 -0.38 -0.35
C -0.28 -1.13 -0.61
H 0.42 -0.36 1.73
H 1.41 1.05 1.24
H 1.92 -0.60 -0.73
H -0.97 1.86 0.39
H -2.39 -0.46 -0.36
H -0.29 -2.08 -1.03
O 0.43 0.99 -1.00